Record 1
The following is a DFT calculation (ωB97M-V/def2-TZVPD) of 2 unconnected molecules or ions with the total composition C2H4ClP.

Each atom is followed by the atoms it is bonded to, with distances in Å.
CARTESIAN COORDINATES (ANGSTROEM)
1 Cl -0.576 -0.040 -3.040  no bonds
2 P -1.279 -0.674 0.656  C3 1.827, C4 1.808, H8 1.426
3 C -0.493 0.591 -0.403  P2 1.827, C4 1.441, H5 1.098
4 C 0.403 -0.017 0.549  P2 1.808, C3 1.441, H6 1.024, H7 1.111
5 H -0.482 1.614 -0.803  C3 1.098
6 H 1.276 -0.551 0.524  C4 1.024
7 H 0.756 0.696 1.324  C4 1.111
8 H -1.039 -1.609 -0.395  P2 1.426

The value obtained for the HOMO energy (alpha / beta) is -9.59 / -9.59 eV. The LUMO energy (alpha / beta) comes out at -2.018 / -2.008 eV. The calculation puts the HOMO-LUMO gap (alpha / beta) at 7.567 / 7.581 eV.

Atom charges from the Mulliken analysis, given in e for atoms 1 to 5: Cl -0.45; P 0.02; C -0.25; C -0.52; H 0.46

Record 2
The following is a DFT calculation (ωB97M-V/def2-TZVPD) of 2 unconnected molecules or ions with the total composition C2H4F2N.

Each atom is followed by the atoms it is bonded to, with distances in Å.
CARTESIAN COORDINATES (ANGSTROEM)
1 F -0.276 -2.077 -0.124  no bonds
2 F -0.670 -0.479 1.724  N3 1.260
3 N -0.221 -0.365 0.553  F2 1.260, C4 1.413, C5 1.363
4 C 0.883 0.193 -0.130  N3 1.413, C5 1.523, H6 1.110, H8 1.196
5 C -0.572 0.572 -0.373  N3 1.363, C4 1.523, H7 1.042, H9 1.046
6 H 1.370 -0.508 -0.839  C4 1.110
7 H -1.120 0.399 -1.242  C5 1.042
8 H 1.703 0.881 0.405  C4 1.196
9 H -1.096 1.384 0.026  C5 1.046

The value obtained for the HOMO energy (alpha / beta) is -18.98 / -19.16 eV. The total charge is +1. The LUMO energy (alpha / beta) comes out at -8.749 / -8.824 eV. The calculation puts the HOMO-LUMO gap (alpha / beta) at 10.229 / 10.334 eV.

Atom charges from the Mulliken analysis, given in e for atoms 1 to 5: F -0.26; F -0.02; N 0.55; C -0.17; C -0.30